Entry 1:
# C26H19Cl3N2O2S6SeSiW

C26H19Cl3N2O2S6SeSiW as an isolated structure at a distorted geometry (ωB97M-V with the def2-TZVPD basis set, OMol25).

Summary:
**Maximum force**: 0.040 Eh/bohr
**Lowest unoccupied orbital energy (alpha / beta)**: 4.02 / 4.02 eV
**⟨S²⟩**: 2.03
**Total charge**: -2
**Molar mass**: 981.10 g mol⁻¹
**Highest occupied orbital energy (alpha / beta)**: -0.94 / -1.47 eV
**2S+1**: 3

Each line ends with the Mulliken spin population.
Positions of all 61 atoms, in Å:
H1 1.76 4.44 -1.71  0.0004
C1 -4.13 0.65 1.35  -0.0003
H2 -6.59 -0.36 4.13  -0.0001
O1 -6.51 1.19 -1.26  0.0005
S1 1.52 1.75 -0.80  -0.0179
C2 1.18 1.31 1.83  -0.0189
H3 0.83 5.59 -3.69  0.0017
H4 -0.02 2.76 0.75  0.0039
H5 2.15 -1.47 4.23  0.0005
C3 -6.39 0.58 2.21  -0.0005
C4 -4.55 -0.37 3.46  0.0063
H6 -7.44 0.81 2.10  0.0002
C5 1.03 3.95 -2.34  -0.0030
H7 -4.19 -0.89 4.33  -0.0001
H8 6.38 -5.03 -1.66  -0.0007
C6 4.78 -3.99 -2.65  0.0048
Si1 -0.13 -2.67 -1.74  -0.0265
H9 4.90 -4.52 -3.59  0.0004
C7 2.39 -2.14 1.66  0.0055
C8 5.40 -3.64 -0.36  0.0066
C9 1.83 -0.88 2.22  0.0180
W1 0.31 -0.58 -0.47  1.5772
O2 -6.06 3.21 0.03  0.0006
H10 0.96 2.58 3.51  -0.0007
C10 -3.65 -0.01 2.47  0.0022
C11 1.18 1.58 3.18  0.0156
Cl1 0.52 -2.70 -3.78  -0.0032
S2 -5.66 1.85 -0.29  0.0033
H11 1.95 -2.41 0.69  0.0199
C12 1.01 2.42 0.83  0.0180
C13 3.83 -3.00 -2.55  0.0015
C14 5.60 -4.28 -1.57  -0.0066
H12 3.19 -2.75 -3.38  -0.0004
C15 3.65 -2.30 -1.36  -0.0035
Cl2 1.09 -4.27 -1.07  0.0012
H13 -2.60 -0.26 2.56  -0.0048
C16 -0.29 1.97 -2.84  -0.0004
C17 -0.82 2.64 -3.94  0.0065
H14 1.36 0.73 5.15  0.0034
S3 4.21 -1.92 1.36  0.0067
H15 2.26 -2.97 2.36  0.0105
H16 1.67 3.26 1.08  -0.0016
C18 0.63 2.65 -2.04  0.0287
C19 -0.43 3.92 -4.25  -0.0049
H17 -1.54 2.12 -4.55  0.0005
C20 -3.38 1.20 0.21  0.0006
C21 0.50 4.59 -3.45  0.0120
S4 -0.69 0.30 -2.62  -0.0261
H18 6.00 -3.86 0.50  0.0004
Cl3 -1.96 -3.62 -1.92  0.0030
N1 1.39 0.06 1.34  0.0247
Se1 -0.83 -1.92 1.29  0.2844
S5 2.68 -0.83 -1.38  0.0205
C22 1.85 -0.66 3.58  0.0057
C23 -5.49 0.92 1.24  0.0016
C24 -5.90 -0.08 3.34  0.0006
C25 1.44 0.56 4.09  0.0052
S6 -1.69 1.23 0.24  -0.0006
H19 -0.82 4.40 -5.13  -0.0006
N2 -4.07 1.81 -0.71  0.0112
C26 4.41 -2.67 -0.24  0.0067

Entry 2:
# H80O40

A 40-piece molecular cluster, H80O40 overall at a distorted geometry (ωB97M-V with the def2-TZVPD basis set, OMol25).

Summary:
**Maximum force**: 0.058 Eh/bohr
**Lowest unoccupied orbital energy**: -0.48 eV
**Relative energy (zero: lowest compared OMol25 entry of this formula, charge and spin)**: 828.3 kJ/mol
**Total charge**: 0
**Molar mass**: 720.60 g mol⁻¹
**Highest occupied orbital energy**: -10.48 eV
**2S+1**: 1

Each line ends with the Mulliken charge.
Positions of all 120 atoms, in Å:
O1 -3.38 2.77 -4.39  -0.5260
H1 -2.53 -3.46 1.88  0.3006
O2 1.32 -1.94 6.24  -0.5895
H2 -2.42 -0.91 -5.61  0.2505
O3 1.58 -0.43 3.35  0.5975
H3 -4.13 -2.81 0.48  0.2758
H4 -1.70 -2.33 1.08  0.0355
H5 -3.00 3.59 -4.71  0.2552
H6 2.83 0.09 -2.47  0.1959
O4 1.20 -3.00 2.18  -0.6198
H7 0.05 -2.30 -3.24  0.3751
H8 -1.44 2.26 2.99  0.2872
O5 3.90 2.08 -1.23  -0.5135
H9 -4.21 2.35 -4.59  0.2393
H10 0.82 -2.13 1.98  -0.0408
H11 1.47 -6.08 1.91  0.2960
H12 2.37 3.30 -4.30  0.3336
H13 -2.17 1.47 -3.64  0.1432
H14 4.15 1.94 -2.15  0.3237
H15 -2.55 0.66 -2.37  -0.1262
H16 2.23 1.85 -4.05  0.3034
H17 -1.42 2.20 0.10  0.1845
H18 0.32 0.70 -3.90  0.2265
H19 2.73 2.54 1.98  0.1468
O6 -4.77 -2.71 -0.24  -0.5312
H20 1.43 -4.69 2.63  0.3373
H21 3.13 1.98 5.75  0.2536
H22 -0.64 4.76 -3.17  0.2258
O7 -0.56 -1.86 -2.62  -0.4053
H23 -5.83 1.58 -1.54  0.3016
H24 -0.20 -5.43 -0.79  0.3885
O8 1.89 2.91 2.30  -0.4903
H25 -2.15 4.86 -2.99  0.1161
O9 -5.64 1.26 -2.42  -0.6499
O10 -1.82 -1.55 -5.24  -0.6062
O11 -1.61 1.50 2.44  -0.5756
H26 -4.29 -2.47 -2.30  0.2764
O12 -2.51 5.63 1.56  -0.5789
O13 -3.31 4.65 -1.37  -0.4566
O14 -2.21 -3.14 1.03  -0.5300
O15 2.92 2.52 -4.28  -0.6209
H27 2.21 -1.04 3.72  0.0557
H28 -3.03 -3.08 -3.07  0.2765
O16 0.77 -5.36 -0.74  -0.6771
H29 1.26 -0.17 -4.70  0.3126
H30 -1.53 -4.97 -3.96  0.2328
O17 -1.48 4.40 -3.51  -0.5887
O18 2.81 -0.63 -1.84  -0.6850
H31 -0.07 0.25 5.70  0.1559
H32 1.30 4.51 -1.99  0.3103
O19 4.45 -1.77 3.03  -0.7938
O20 -1.58 2.39 -0.82  -0.1615
O21 -0.27 0.92 5.04  -0.5210
O22 -1.87 0.78 -3.03  0.2409
O23 0.38 5.08 2.94  -0.6346
H33 -3.69 5.37 -0.84  0.2715
O24 3.84 0.85 3.14  -0.4339
H34 1.75 0.59 0.13  0.1249
H35 -0.98 -1.53 3.95  0.2076
O25 -1.43 -4.01 -3.95  -0.5119
H36 -4.71 1.41 -2.60  0.3260
O26 2.21 2.20 5.63  -0.5959
H37 2.77 -0.23 -0.96  0.1921
H38 1.75 2.16 2.91  0.2002
H39 2.07 0.28 2.92  -0.2316
H40 -2.95 -5.07 -1.43  0.2586
H41 -1.68 -1.68 -4.29  0.4170
H42 -1.83 0.21 0.97  0.0466
H43 0.82 -4.61 -1.35  0.2170
H44 0.18 1.31 -1.80  -0.3883
O27 1.86 -3.05 -2.64  -0.5157
H45 2.00 -2.11 -2.40  0.3330
H46 -2.11 -3.78 -4.61  0.2763
H47 4.75 -1.43 2.18  0.3440
H48 4.60 1.15 3.65  0.1845
O28 -2.58 0.37 0.41  -0.3933
H49 2.14 -2.42 6.16  0.2946
H50 3.49 -4.20 -0.27  0.2396
H51 -2.84 5.21 -2.02  0.4278
H52 1.15 4.82 3.44  0.2532
H53 -1.09 -2.63 -2.37  0.0415
H54 2.94 2.19 -1.34  0.0850
O29 -3.98 -2.87 -3.12  -0.6575
H55 0.34 2.09 -0.68  0.1560
H56 -1.61 5.72 1.84  0.3035
H57 4.02 -0.11 3.20  0.1318
H58 5.74 2.61 0.83  0.2657
H59 1.49 6.09 -2.03  0.2714
H60 -5.53 -2.46 0.29  0.3260
H61 -3.23 -0.67 3.33  0.3748
O30 0.91 5.35 -2.25  -0.6601
H62 -2.14 1.74 -1.22  -0.0487
H63 2.16 3.10 5.29  0.2776
H64 -0.26 -0.88 0.36  -0.5050
H65 0.38 1.59 5.30  0.2820
H66 -3.56 -1.33 2.05  0.1141
H67 -0.08 -2.78 3.33  0.4360
H68 2.32 -3.10 -0.04  0.0687
O31 2.50 0.33 0.68  0.0241
H69 0.26 -1.36 -0.99  -0.6709
O32 0.94 0.73 -4.64  -0.7758
H70 -1.12 0.75 2.77  0.0921
O33 -2.05 -4.74 -1.42  -0.5539
H71 -1.71 -4.56 -0.55  0.2417
H72 0.40 4.82 2.02  0.3073
O34 5.60 1.70 1.12  -0.5332
O35 0.03 -1.67 -0.10  2.7358
H73 2.41 -3.34 -3.36  0.2106
H74 4.00 -2.55 2.65  0.2943
H75 5.88 1.29 0.29  0.2797
O36 1.78 -5.59 2.68  -0.7064
H76 -3.09 -0.31 -0.03  0.2294
O37 -3.96 -1.12 2.90  -0.6325
H77 1.06 -1.15 6.68  0.2923
H78 0.98 -3.54 1.40  0.4103
H79 -2.72 4.81 2.03  0.2942
O38 -0.93 -2.38 3.52  -0.5463
O39 3.13 -3.48 0.25  -0.4877
H80 3.13 0.95 1.10  -0.1099
O40 0.88 1.43 -1.13  0.4664

Entry 3:
# C11H14CsN6O4

C11H14CsN6O4 as an isolated structure at a distorted geometry (ωB97M-V with the def2-TZVPD basis set, OMol25).

Summary:
**Maximum force**: 0.055 Eh/bohr
**Lowest unoccupied orbital energy**: 1.70 eV
**Relative energy (zero: lowest compared OMol25 entry of this formula, charge and spin)**: 166.0 kJ/mol
**Total charge**: -1
**Molar mass**: 427.18 g mol⁻¹
**Highest occupied orbital energy**: -4.51 eV
**2S+1**: 1

Each line ends with the Mulliken charge.
Positions of all 36 atoms, in Å:
N1 -4.42 -0.03 0.30  -0.0872
H1 -3.85 -4.06 -0.37  0.4149
C1 2.15 0.00 2.45  0.2325
H2 -6.62 -3.13 -0.07  0.3890
N2 -2.59 -1.44 0.05  -0.3911
O1 2.81 0.00 3.51  -0.7883
C2 2.15 -0.01 -2.45  0.2353
O2 0.90 -0.01 -2.29  -0.6948
C3 -4.23 -3.65 0.57  -1.1833
C4 -3.83 -1.30 0.23  -0.0012
C5 -3.81 1.22 0.21  0.0822
H3 -5.65 2.08 -0.09  0.1976
H4 -2.30 2.36 -0.03  0.1170
N3 -4.78 -2.31 0.44  0.0536
H5 -3.43 -3.64 1.31  0.4250
H6 4.86 0.00 2.16  0.4722
H7 -4.40 3.15 0.19  0.2526
H8 -5.31 -0.01 0.75  0.2776
C6 2.99 0.00 -1.15  0.1562
O3 2.80 0.00 -3.51  -0.7856
N4 -4.76 2.23 0.37  -0.5277
H9 -2.28 -2.40 -0.03  0.2025
N5 -2.57 1.38 0.04  -0.3560
C7 4.38 0.00 -1.20  -0.4106
N6 2.32 0.00 0.00  -0.1674
O4 0.91 -0.01 2.30  -0.7173
C8 -6.01 -2.26 -0.34  -0.9791
Cs1 -0.17 0.00 0.00  1.3880
H10 6.16 0.00 0.00  0.3817
H11 -5.83 -2.29 -1.42  0.2816
C9 2.99 0.00 1.15  0.1702
C10 5.08 0.00 0.00  -0.3027
C11 4.38 0.00 1.20  -0.3889
H12 -6.60 -1.37 -0.11  0.2904
H13 -5.02 -4.31 0.94  0.2900
H14 4.86 0.00 -2.17  0.4710